210
Properties=species:S:1:pos:R:3 method="wB97M-V/def2-TZVPD" multiplicity=1 orbital_gap_ev=7.87 total_energy_ev=-92235.0244 homo_energy_ev=-7.5 smiles=CC1(C)CCCC(C)(C)N1O.CC1(C)CCCC(C)(C)N1O.CC1(C)CCCC(C)(C)N1O.CC1(C)CCCC(C)(C)N1O.CC1(C)CCCC(C)(C)N1O.CC1(C)CCCC(C)(C)N1O.CC1(C)CCCC(C)(C)N1O total_charge=0
C 7.95 -10.71 -17.94
C 9.23 -10.67 -17.05
C 8.98 -11.25 -15.56
C 10.19 -11.68 -17.81
C 10.86 -11.23 -19.09
C 11.64 -9.99 -18.64
C 10.76 -8.75 -18.10
C 11.73 -7.65 -17.53
C 9.92 -7.93 -19.14
N 9.86 -9.35 -17.02
O 9.10 -8.41 -16.23
H 8.08 -10.85 -19.01
H 7.44 -11.63 -17.63
H 7.27 -9.86 -17.85
H 9.86 -11.10 -14.94
H 8.29 -10.57 -15.05
H 8.65 -12.28 -15.41
H 10.94 -12.15 -17.17
H 9.59 -12.56 -18.03
H 11.49 -12.04 -19.48
H 10.29 -10.90 -19.96
H 12.25 -9.54 -19.42
H 12.31 -10.24 -17.82
H 12.58 -8.03 -16.96
H 11.08 -6.91 -17.06
H 12.33 -7.22 -18.34
H 9.68 -6.90 -18.88
H 9.12 -8.56 -19.52
H 10.58 -8.05 -20.00
H 8.21 -8.47 -16.59
C 13.26 -15.81 -14.34
C 11.74 -15.85 -14.09
C 10.95 -15.37 -15.45
C 11.55 -17.33 -13.88
C 10.08 -17.74 -13.30
C 9.79 -16.93 -11.97
C 10.07 -15.42 -12.17
C 8.75 -14.74 -12.73
C 10.15 -14.81 -10.71
N 11.30 -15.16 -12.83
O 11.68 -13.84 -12.78
H 13.54 -16.47 -15.16
H 13.42 -14.75 -14.49
H 13.85 -16.03 -13.44
H 11.50 -15.63 -16.36
H 9.95 -15.73 -15.67
H 10.82 -14.29 -15.37
H 11.52 -17.73 -14.90
H 12.26 -17.78 -13.19
H 9.26 -17.64 -14.01
H 10.19 -18.81 -13.12
H 10.32 -17.55 -11.25
H 8.73 -17.12 -11.77
H 9.03 -13.71 -12.96
H 7.86 -14.76 -12.09
H 8.43 -15.12 -13.70
H 9.28 -15.10 -10.12
H 10.33 -13.75 -10.51
H 11.08 -15.17 -10.27
H 12.15 -13.77 -11.94
C 12.95 -9.23 -14.05
C 12.85 -9.37 -12.52
C 11.34 -9.06 -12.16
C 13.04 -10.85 -12.17
C 12.99 -11.10 -10.59
C 13.99 -10.15 -9.96
C 13.99 -8.65 -10.35
C 12.81 -7.98 -9.58
C 15.23 -7.96 -9.76
N 13.92 -8.56 -11.82
O 13.85 -7.17 -12.15
H 13.06 -8.24 -14.49
H 13.94 -9.64 -14.24
H 12.17 -9.82 -14.51
H 10.95 -9.37 -11.19
H 11.22 -8.00 -11.95
H 10.83 -9.41 -13.06
H 12.59 -11.58 -12.84
H 14.10 -11.06 -12.31
H 11.99 -10.81 -10.29
H 13.17 -12.10 -10.22
H 14.97 -10.63 -9.91
H 13.74 -10.19 -8.90
H 13.04 -7.69 -8.55
H 11.86 -8.51 -9.58
H 12.53 -7.05 -10.08
H 15.15 -8.11 -8.68
H 15.20 -6.96 -10.19
H 16.16 -8.45 -10.03
H 14.78 -7.08 -12.34
C 3.35 -15.16 -16.22
C 4.49 -15.09 -15.16
C 5.33 -16.36 -15.30
C 5.46 -13.90 -15.41
C 5.28 -12.55 -14.76
C 4.91 -12.68 -13.22
C 3.77 -13.69 -13.10
C 3.47 -13.78 -11.55
C 2.39 -13.06 -13.71
N 4.15 -15.04 -13.69
O 3.31 -16.09 -13.24
H 3.85 -15.24 -17.18
H 2.77 -16.07 -16.08
H 2.57 -14.41 -16.18
H 5.93 -16.47 -16.21
H 5.99 -16.56 -14.46
H 4.62 -17.17 -15.43
H 6.48 -14.19 -15.19
H 5.50 -13.59 -16.45
H 6.19 -12.05 -15.08
H 4.53 -12.00 -15.33
H 4.74 -11.64 -12.95
H 5.85 -13.05 -12.80
H 4.31 -14.30 -11.08
H 2.63 -14.42 -11.27
H 3.26 -12.85 -11.03
H 2.06 -12.38 -12.92
H 1.58 -13.79 -13.73
H 2.57 -12.50 -14.63
H 3.97 -16.77 -13.14
C 12.16 -6.90 -23.94
C 13.59 -7.10 -23.64
C 14.01 -8.52 -23.22
C 14.33 -6.85 -24.96
C 15.72 -6.41 -24.93
C 16.01 -5.40 -23.76
C 15.29 -5.70 -22.38
C 16.15 -6.81 -21.77
C 15.40 -4.31 -21.59
N 13.98 -6.05 -22.68
O 13.19 -6.06 -21.49
H 11.47 -7.39 -23.26
H 11.78 -5.90 -24.17
H 11.89 -7.33 -24.90
H 13.26 -9.30 -23.39
H 14.97 -8.95 -23.52
H 14.00 -8.40 -22.14
H 14.23 -7.74 -25.58
H 13.87 -6.01 -25.48
H 16.24 -7.37 -24.87
H 15.95 -5.99 -25.91
H 15.53 -4.51 -24.17
H 17.07 -5.17 -23.68
H 16.98 -6.19 -21.44
H 16.45 -7.60 -22.45
H 15.67 -7.18 -20.86
H 15.35 -4.47 -20.51
H 14.47 -3.79 -21.84
H 16.35 -3.83 -21.80
H 13.17 -6.97 -21.19
C 10.77 -0.89 -22.82
C 12.14 -1.69 -22.62
C 12.65 -2.23 -23.93
C 13.18 -0.74 -22.07
C 13.00 -0.36 -20.59
C 12.91 -1.60 -19.72
C 11.93 -2.68 -20.29
C 12.21 -3.98 -19.51
C 10.51 -2.08 -19.94
N 12.03 -2.87 -21.76
O 11.35 -3.95 -22.26
H 9.86 -1.40 -22.50
H 10.80 0.03 -22.23
H 10.61 -0.68 -23.87
H 12.02 -2.78 -24.63
H 13.06 -1.32 -24.38
H 13.43 -2.94 -23.67
H 14.17 -1.20 -22.08
H 13.36 0.19 -22.61
H 13.66 0.35 -20.09
H 12.04 0.13 -20.52
H 12.73 -1.30 -18.69
H 13.89 -2.02 -19.53
H 11.66 -4.85 -19.87
H 11.88 -3.86 -18.48
H 13.25 -4.26 -19.66
H 9.72 -2.63 -20.46
H 10.27 -1.08 -20.28
H 10.27 -2.16 -18.88
H 12.02 -4.58 -22.01
C 10.27 -15.13 -21.36
C 9.32 -15.39 -20.17
C 10.14 -15.18 -18.86
C 8.22 -14.27 -20.25
C 6.94 -14.56 -19.38
C 6.45 -15.89 -19.46
C 7.51 -17.12 -19.53
C 7.85 -17.49 -18.07
C 6.78 -18.36 -20.13
N 8.70 -16.72 -20.34
O 9.50 -17.76 -20.37
H 10.91 -15.98 -21.60
H 9.77 -15.12 -22.32
H 11.01 -14.35 -21.17
H 10.51 -14.16 -18.76
H 9.55 -15.33 -17.96
H 10.92 -15.94 -18.78
H 8.51 -13.25 -20.04
H 7.93 -14.28 -21.31
H 7.35 -14.36 -18.39
H 6.21 -13.75 -19.42
H 5.85 -16.11 -20.35
H 5.71 -15.90 -18.66
H 6.96 -17.73 -17.50
H 8.17 -16.63 -17.48
H 8.55 -18.33 -18.02
H 7.42 -19.20 -19.87
H 6.74 -18.26 -21.21
H 5.79 -18.50 -19.70
H 9.45 -18.06 -21.27

***

210
Properties=species:S:1:pos:R:3 method="wB97M-V/def2-TZVPD" multiplicity=1 orbital_gap_ev=8.24 total_energy_ev=-92237.6604 homo_energy_ev=-7.7 smiles=CC1(C)CCCC(C)(C)N1O.CC1(C)CCCC(C)(C)N1O.CC1(C)CCCC(C)(C)N1O.CC1(C)CCCC(C)(C)N1O.CC1(C)CCCC(C)(C)N1O.CC1(C)CCCC(C)(C)N1O.CC1(C)CCCC(C)(C)N1O total_charge=0
C -5.70 2.84 7.29
C -6.05 3.52 5.98
C -7.38 2.76 5.63
C -6.43 5.02 6.26
C -5.23 6.00 6.16
C -4.41 5.72 4.92
C -3.98 4.21 4.67
C -3.61 4.22 3.21
C -2.83 3.82 5.70
N -5.18 3.38 4.81
O -4.93 2.14 4.36
H -5.10 3.50 7.92
H -6.58 2.51 7.85
H -5.02 1.99 7.21
H -7.70 2.96 4.60
H -7.35 1.67 5.58
H -8.15 2.91 6.39
H -7.25 5.16 5.56
H -6.77 4.99 7.29
H -5.73 6.97 6.22
H -4.62 5.88 7.06
H -3.55 6.39 5.02
H -4.94 6.17 4.08
H -4.41 4.34 2.48
H -3.08 3.33 2.89
H -2.93 5.05 3.01
H -3.00 4.21 6.70
H -1.80 4.07 5.46
H -2.84 2.73 5.78
H -5.60 2.13 3.67
C 3.61 -4.66 3.01
C 2.75 -4.25 4.32
C 1.60 -5.15 4.55
C 3.71 -4.33 5.52
C 3.22 -3.60 6.77
C 2.98 -2.11 6.33
C 2.07 -1.88 5.14
C 0.65 -2.03 5.66
C 2.31 -0.39 4.59
N 2.39 -2.83 4.08
O 1.75 -2.54 2.86
H 2.98 -5.02 2.19
H 4.31 -3.88 2.71
H 4.25 -5.53 3.18
H 1.00 -4.92 5.42
H 0.83 -4.96 3.81
H 1.82 -6.22 4.57
H 3.76 -5.40 5.72
H 4.75 -4.19 5.23
H 2.32 -4.02 7.23
H 3.89 -3.67 7.63
H 3.94 -1.64 6.12
H 2.63 -1.65 7.25
H 0.48 -3.00 6.13
H 0.11 -1.99 4.72
H 0.38 -1.26 6.39
H 3.36 -0.16 4.42
H 2.02 0.22 5.44
H 1.69 -0.23 3.70
H 2.35 -1.90 2.47
C -1.12 -1.67 -1.49
C -0.21 -0.99 -0.45
C 1.16 -1.66 -0.66
C -0.03 0.53 -0.80
C -1.29 1.33 -0.37
C -1.54 0.94 1.13
C -1.79 -0.54 1.60
C -1.82 -0.58 3.16
C -3.21 -1.08 1.02
N -0.60 -1.23 1.00
O -0.50 -2.59 1.43
H -1.50 -2.68 -1.33
H -2.01 -1.07 -1.71
H -0.58 -1.89 -2.41
H 1.20 -2.75 -0.59
H 1.44 -1.71 -1.71
H 1.97 -1.25 -0.06
H 0.73 1.02 -0.19
H 0.23 0.76 -1.84
H -1.19 2.38 -0.67
H -2.11 0.83 -0.89
H -2.37 1.60 1.40
H -0.69 1.32 1.68
H -2.71 -0.03 3.48
H -0.98 -0.04 3.58
H -1.95 -1.55 3.64
H -3.98 -0.93 1.77
H -3.07 -2.15 0.87
H -3.51 -0.50 0.14
H -0.12 -2.42 2.29
C 5.41 3.81 1.59
C 4.90 2.41 1.09
C 3.48 2.09 1.67
C 4.77 2.46 -0.48
C 4.50 1.08 -1.05
C 5.46 0.01 -0.59
C 5.82 -0.02 0.95
C 4.77 -0.86 1.69
C 7.24 -0.79 1.05
N 5.94 1.38 1.52
O 6.39 1.46 2.75
H 5.40 3.70 2.68
H 6.43 3.83 1.20
H 4.78 4.61 1.21
H 3.02 3.07 1.80
H 2.86 1.54 0.95
H 3.42 1.67 2.68
H 3.93 3.09 -0.75
H 5.68 2.84 -0.94
H 3.45 0.84 -0.86
H 4.57 1.09 -2.14
H 6.33 0.02 -1.25
H 4.96 -0.91 -0.91
H 4.93 -0.97 2.77
H 4.72 -1.84 1.21
H 3.78 -0.42 1.60
H 7.88 -0.14 0.45
H 7.16 -1.67 0.41
H 7.58 -0.93 2.08
H 7.31 1.53 2.50
C -0.37 7.07 -1.46
C 0.19 5.79 -2.15
C 0.26 4.70 -1.10
C -0.87 5.27 -3.16
C -0.25 4.39 -4.20
C 1.02 5.00 -4.89
C 2.14 5.33 -3.88
C 2.85 4.02 -3.59
C 3.17 6.20 -4.57
N 1.52 6.10 -2.77
O 2.51 6.53 -1.91
H -0.48 7.98 -2.06
H -1.32 6.85 -0.97
H 0.36 7.40 -0.72
H -0.63 4.47 -0.51
H 0.71 3.75 -1.41
H 1.02 4.93 -0.35
H -1.65 4.64 -2.73
H -1.33 6.15 -3.60
H -0.02 3.39 -3.83
H -0.98 4.24 -4.99
H 0.77 5.82 -5.57
H 1.35 4.13 -5.45
H 3.45 3.69 -4.44
H 2.21 3.25 -3.17
H 3.56 4.23 -2.78
H 3.51 5.84 -5.54
H 4.10 6.26 -4.01
H 2.71 7.18 -4.65
H 2.73 7.43 -2.18
C 1.79 0.26 -4.45
C 2.39 -0.95 -5.14
C 1.69 -2.28 -4.61
C 1.67 -0.85 -6.57
C 2.34 0.13 -7.51
C 3.88 -0.18 -7.59
C 4.54 -0.12 -6.23
C 5.95 -0.74 -6.45
C 4.77 1.29 -5.74
N 3.88 -1.08 -5.26
O 4.41 -1.06 -3.90
H 1.94 1.22 -4.94
H 0.72 0.27 -4.27
H 2.20 0.37 -3.44
H 2.18 -2.65 -3.71
H 0.62 -2.16 -4.42
H 1.89 -3.10 -5.30
H 1.54 -1.76 -7.14
H 0.66 -0.46 -6.44
H 1.93 -0.04 -8.50
H 2.18 1.18 -7.30
H 4.39 0.54 -8.24
H 4.07 -1.16 -8.03
H 6.53 -0.79 -5.53
H 6.47 -0.09 -7.15
H 5.95 -1.66 -7.02
H 5.34 1.90 -6.44
H 5.25 1.33 -4.76
H 3.86 1.87 -5.62
H 4.75 -1.95 -3.78
C -4.18 -4.84 -1.34
C -5.39 -5.37 -2.22
C -6.63 -4.38 -2.12
C -4.83 -5.27 -3.68
C -5.69 -6.07 -4.74
C -6.05 -7.47 -4.24
C -6.50 -7.52 -2.77
C -7.99 -7.21 -2.67
C -6.24 -8.96 -2.38
N -5.60 -6.79 -1.86
O -5.89 -6.98 -0.53
H -3.84 -3.85 -1.65
H -4.51 -4.52 -0.35
H -3.37 -5.56 -1.35
H -6.87 -4.41 -1.06
H -6.27 -3.39 -2.39
H -7.48 -4.68 -2.75
H -4.69 -4.26 -4.07
H -3.83 -5.69 -3.74
H -6.69 -5.67 -4.93
H -5.20 -6.11 -5.71
H -5.12 -8.04 -4.30
H -6.74 -8.02 -4.88
H -8.32 -6.58 -3.50
H -8.21 -6.70 -1.73
H -8.60 -8.11 -2.62
H -5.21 -9.25 -2.60
H -6.88 -9.64 -2.93
H -6.57 -9.26 -1.38
H -5.11 -7.47 -0.26